Entry 1:
The following is a quantum chemistry calculation of a cluster of 2 separate species, C3H9N2O2S in total at a distorted geometry, from the OMol25 dataset.

The geometry in XYZ format:
```
17
Properties=species:S:1:pos:R:3:forces:R:3:nbo_charge:R:1
C 1.78722 1.61091 -1.45084 1.1 2.6 -1.6 -0.7484
C -3.76007 -1.85850 1.58784 -3.0 -1.3 1.2 -0.4554
C 2.61476 0.60311 -0.81921 1.9 -0.7 0.2 0.3123
N 2.10127 -0.34106 -0.08996 -2.1 -0.5 -0.3 -0.6441
N -3.06520 -1.12001 0.60279 0.9 2.3 -2.4 -0.7687
O -0.98332 -1.90750 1.53320 2.2 0.0 -0.2 -0.8708
O -0.80370 -0.26970 -0.36141 -0.4 -0.4 0.0 -0.8811
S -1.58560 -1.10382 0.51673 -1.8 -0.9 2.0 2.2885
H 1.83555 2.64549 -0.95054 -0.2 -1.6 -0.2 0.3120
H 0.74354 1.33482 -1.68960 0.7 0.1 0.2 0.2836
H 2.44628 1.88710 -2.36892 -1.7 -0.5 0.9 0.2812
H -4.42307 -2.65556 0.94674 1.4 1.9 2.1 0.2474
H -4.44803 -1.10043 2.21926 1.3 -1.8 -1.8 0.2473
H -3.10836 -2.34817 2.34888 -0.5 0.1 -0.8 0.2241
H 3.80626 0.68586 -1.10186 -3.1 -0.8 1.3 0.2685
H 1.02617 -0.47405 0.10151 2.1 1.2 -0.9 0.4635
H 2.51000 -1.22420 0.16900 1.3 0.2 0.2 0.4400
```
Positions in Å, forces in eV/Å.

energy relative to the best compared isomer or geometry (same formula, charge and spin) = 86.37 kcal/mol
multiplicity = 1
electronic energy = -777.50861 Eh
E_HOMO = -14.1 eV
charge = +1
LUMO energy = -4.72 eV

=====

Entry 2:
The following is a quantum chemistry calculation of a structure of composition C3H9N2OP at a distorted geometry, from the OMol25 dataset.

The geometry in XYZ format:
```
16
Properties=species:S:1:pos:R:3:forces:R:3:nbo_charge:R:1
C 0.98820 0.65761 0.04506 2.6 -0.8 -2.1 0.2908
C -0.66810 -1.35326 1.81213 -0.3 2.1 -1.9 -0.8038
C 1.79949 -0.47782 -0.66905 1.4 0.1 1.6 -0.6984
N -1.57884 1.19913 0.96958 -0.7 0.9 1.5 -1.2246
N -1.57994 -0.34745 -1.08486 1.8 1.3 -0.9 -1.1778
O 0.52388 1.51615 -0.72209 -0.1 0.1 1.1 -0.6321
P -1.03969 -0.27971 0.55791 -0.8 -2.4 -0.3 1.4926
H 1.26626 0.79955 1.09500 -0.4 0.4 0.0 0.1717
H -0.37523 -2.28406 1.33809 0.0 -0.5 0.0 0.1799
H 1.30604 -1.44580 -0.77594 0.1 0.1 0.4 0.2251
H 2.84042 -0.59103 -0.15353 -1.9 0.0 -0.7 0.2258
H 2.00204 -0.13057 -1.65960 0.1 0.3 -0.7 0.2249
H -1.40329 2.08286 0.40897 -0.1 -1.8 1.5 0.4531
H -1.61939 1.14355 2.02096 0.0 1.2 -1.6 0.4347
H -1.31956 -1.13584 -1.78439 -0.2 1.9 2.0 0.4198
H -1.14229 0.64666 -1.39825 -1.2 -3.0 0.1 0.4183
```
Positions in Å, forces in eV/Å.

energy relative to the best compared isomer or geometry (same formula, charge and spin) = 123.96 kcal/mol
multiplicity = 1
electronic energy = -645.64289 Eh
E_HOMO (spin up / spin down) = -8.5 / -8.5 eV
charge = 0
LUMO energy (spin up / spin down) = -0.78 / -0.78 eV

=====

Entry 3:
The following is a quantum chemistry calculation of the molecule C3H9N2OP at a distorted geometry, from the OMol25 dataset.

The geometry in XYZ format:
```
16
Properties=species:S:1:pos:R:3:forces:R:3:nbo_charge:R:1
C -1.14847 0.85089 0.46034 1.2 -2.4 0.5 0.1535
C 1.19380 1.50028 -0.92004 -1.0 -0.3 1.2 -0.8926
C -2.23961 -0.03723 0.08553 0.8 1.5 -0.7 -0.6971
N 2.31784 -0.58927 0.82574 -3.2 1.7 -2.9 -1.2001
N 0.36630 -1.24551 -0.89786 0.2 0.1 -0.8 -1.1872
O -0.18478 0.16013 1.26453 0.4 1.1 -0.9 -0.7836
P 0.91954 0.05875 0.03176 1.3 0.4 0.6 1.9142
H -1.13957 1.88876 0.36194 0.1 1.4 0.4 0.1925
H 0.99418 2.46155 -0.33652 0.4 -1.3 -0.5 0.1682
H -3.13712 0.19688 0.53217 -2.3 0.9 0.9 0.2215
H -2.02378 -1.00749 0.33124 0.7 -2.4 0.5 0.2373
H -2.31395 0.04210 -0.95719 -0.7 -0.1 -1.7 0.2309
H 2.92826 0.17245 1.00506 1.0 -0.4 1.0 0.4243
H 2.19293 -1.50186 1.17224 0.9 -0.7 1.1 0.4111
H 0.22691 -0.98840 -1.87514 -0.6 0.8 0.3 0.4102
H 1.04752 -1.96206 -1.08380 0.6 -0.4 0.9 0.3969
```
Positions in Å, forces in eV/Å.

energy relative to the best compared isomer or geometry (same formula, charge and spin) = 122.27 kcal/mol
multiplicity = 1
electronic energy = -645.64557 Eh
E_HOMO (spin up / spin down) = -7.9 / -8.1 eV
charge = 0
LUMO energy (spin up / spin down) = -0.01 / 0.32 eV